[1]
C43H68As3N3O6PRb | ωB97M-V/def2-TZVPD

Atoms and positions in Å:
Rb: 9.051 14.224 11.868
O: 8.748 19.713 17.856
C: 10.039 19.455 17.492
O: 10.856 20.269 17.763
C: 10.281 18.234 16.631
C: 11.310 17.391 16.919
C: 11.507 16.271 16.098
C: 10.549 15.968 15.089
C: 9.528 16.834 14.834
C: 9.375 17.944 15.623
N: 10.690 14.804 14.338
C: 10.953 13.712 14.858
C: 11.369 12.558 14.032
C: 12.084 11.490 14.587
C: 12.586 10.536 13.735
C: 12.473 10.645 12.367
C: 11.747 11.724 11.915
N: 11.227 12.665 12.715
H: 8.156 19.016 17.519
H: 12.024 17.521 17.709
H: 12.314 15.615 16.207
H: 8.793 16.682 14.100
H: 8.571 18.625 15.414
H: 11.011 13.557 15.960
H: 12.196 11.575 15.614
H: 13.135 9.705 14.193
H: 12.906 9.984 11.663
H: 11.364 11.749 10.893
C: 7.444 18.603 8.187
As: 8.078 17.687 9.869
C: 6.313 17.019 10.401
C: 8.182 19.262 11.010
C: 9.517 19.946 11.145
C: 10.161 20.249 9.800
C: 10.507 19.194 12.096
As: 11.292 17.406 11.767
C: 12.602 17.571 13.209
C: 12.711 17.576 10.350
C: 9.191 21.375 11.832
As: 10.497 22.755 12.435
C: 10.910 22.107 14.330
C: 12.256 22.403 11.454
H: 6.412 18.946 8.353
H: 7.526 17.832 7.387
H: 8.088 19.379 7.820
H: 5.573 17.846 10.350
H: 6.263 16.463 11.319
H: 6.091 16.264 9.634
H: 7.845 18.983 12.001
H: 7.461 19.999 10.661
H: 10.546 19.336 9.298
H: 10.974 21.065 9.783
H: 9.344 20.538 9.120
H: 9.957 19.096 13.088
H: 11.222 19.926 12.349
H: 13.248 18.396 12.831
H: 13.204 16.680 13.305
H: 12.082 17.926 14.051
H: 13.492 18.271 10.694
H: 12.397 17.910 9.353
H: 13.092 16.580 10.164
H: 8.746 21.044 12.768
H: 8.433 21.764 11.192
H: 9.989 22.350 14.814
H: 11.778 22.603 14.634
H: 10.995 20.989 14.314
H: 12.247 22.755 10.412
H: 12.500 21.317 11.498
H: 13.050 23.001 12.019
O: 6.927 15.613 16.003
C: 7.068 14.960 14.972
O: 7.050 15.348 13.776
C: 7.463 13.466 15.189
C: 7.500 12.972 16.517
C: 8.103 11.784 16.810
C: 8.622 10.958 15.726
C: 9.336 9.729 15.898
C: 9.645 8.966 14.770
C: 9.388 9.477 13.486
C: 8.838 10.712 13.368
C: 8.423 11.479 14.475
N: 7.884 12.724 14.192
H: 7.002 13.478 17.298
H: 8.314 11.459 17.848
H: 9.605 9.349 16.895
H: 10.141 7.997 15.011
H: 9.658 8.823 12.651
H: 8.617 11.155 12.345
O: 11.166 14.626 8.846
H: 10.875 15.421 9.201
H: 11.918 14.813 8.233
O: 5.946 13.830 11.907
H: 4.978 13.784 11.934
H: 6.031 14.439 12.735
C: 9.680 9.277 9.230
C: 8.814 10.361 8.549
C: 8.350 9.876 7.226
P: 7.715 11.186 9.869
C: 6.600 12.291 8.830
C: 5.443 11.646 8.044
C: 7.569 13.206 7.997
C: 6.685 9.826 10.598
C: 5.579 10.286 11.549
C: 6.224 8.694 9.679
H: 10.420 8.869 8.536
H: 9.005 8.494 9.622
H: 10.224 9.761 10.091
H: 9.379 11.267 8.271
H: 7.981 8.845 7.298
H: 9.225 9.788 6.568
H: 7.647 10.558 6.690
H: 6.096 12.916 9.588
H: 5.712 10.919 7.277
H: 4.820 12.402 7.601
H: 4.864 11.089 8.810
H: 8.083 12.630 7.216
H: 8.373 13.618 8.671
H: 7.086 14.073 7.513
H: 7.454 9.374 11.282
H: 4.714 10.583 10.951
H: 5.845 11.206 12.063
H: 5.152 9.509 12.172
H: 5.646 9.024 8.806
H: 5.633 7.888 10.142
H: 7.026 8.167 9.237

The value obtained for the LUMO energy is -0.37 eV. As for the charge: 0. The calculation puts the HOMO energy at -8.1 eV. Its HOMO-LUMO gap is 7.7 eV.



[2]
C2H3Cl3Si | ωB97M-V/def2-TZVPD

Atoms and positions in Å:
Si: 0.298 0.909 -0.937
C: -0.029 -0.794 -0.201
Cl: 0.776 -2.186 -0.704
C: -0.518 -0.713 1.507
Cl: -0.752 -2.022 2.488
Cl: -1.204 0.778 1.938
H: 1.534 1.590 -0.492
H: -0.825 1.743 -1.267
H: 0.720 0.694 -2.331

The value obtained for the LUMO energy (spin up / spin down) is -0.81 / -0.49 eV. As for the charge: 0. The calculation puts the HOMO energy (spin up / spin down) at -8.5 / -8.8 eV. Its HOMO-LUMO gap (spin up / spin down) is 7.7 / 8.3 eV.



[3]
C2H8S2 | ωB97M-V/def2-TZVPD

Atoms and positions in Å:
C: 1.745 0.894 -0.300
C: 0.482 0.269 0.241
S: 0.418 -1.545 -0.378
H: 1.769 0.530 -1.341
H: 1.481 1.930 -0.388
H: 2.787 0.761 0.106
H: -0.443 0.839 0.022
H: 0.428 0.041 1.289
H: 0.097 -1.189 -1.647
S: -3.105 -0.267 0.567
H: -2.131 -1.181 0.297
H: -3.528 -1.081 1.533

The value obtained for the LUMO energy is 0.85 eV. As for the charge: 0. The calculation puts the HOMO energy at -9.3 eV. Its HOMO-LUMO gap is 10.1 eV.



[4]
C3H12N2 | ωB97M-V/def2-TZVPD

Atoms and positions in Å:
C: 0.144 0.828 -0.158
C: -0.885 -0.292 -0.175
C: -0.223 -1.416 0.773
N: 1.015 -0.949 1.649
N: -0.251 1.614 -1.938
H: -0.087 1.648 0.514
H: 1.198 0.896 -0.442
H: -1.915 -0.225 0.190
H: -0.907 -0.463 -1.243
H: 0.398 -2.069 0.161
H: -1.055 -1.966 1.228
H: 1.066 -1.462 2.548
H: 0.856 0.032 1.912
H: 1.937 -1.175 1.237
H: -0.603 1.103 -2.755
H: -0.863 2.389 -1.661
H: 0.554 2.110 -2.315

The value obtained for the LUMO energy is -9.18 eV. As for the charge: +2. The calculation puts the HOMO energy at -21.0 eV. Its HOMO-LUMO gap is 11.8 eV.



[5]
C10H10Cl5CoN3O4 | ωB97M-V/def2-TZVPD

Atoms and positions in Å:
Co: -0.318 0.355 0.525
N: -1.665 -0.381 1.909
C: -2.217 0.724 2.729
C: -2.127 2.027 1.964
O: -2.993 2.878 2.077
O: -1.063 2.074 1.227
H: -2.402 -0.842 1.393
H: -1.216 -1.085 2.479
H: -1.607 0.830 3.626
H: -3.246 0.549 3.026
C: 1.047 2.023 -4.275
O: 1.468 1.545 -2.988
C: 0.567 1.297 -2.039
O: 0.945 0.790 -0.993
N: -0.717 1.637 -2.307
N: -1.667 1.320 -1.342
H: 1.921 1.971 -4.911
H: 0.716 3.061 -4.212
H: 0.262 1.391 -4.689
H: -0.928 2.305 -3.022
H: -2.488 0.939 -1.786
H: -1.896 2.098 -0.733
Cl: 2.505 0.251 2.729
C: 2.020 -1.162 1.824
C: 0.904 -1.064 1.027
C: 0.562 -2.195 0.315
Cl: -0.841 -1.990 -0.753
C: 1.242 -3.401 0.368
Cl: 0.728 -4.756 -0.560
C: 2.361 -3.472 1.198
Cl: 3.248 -4.945 1.316
C: 2.754 -2.346 1.927
Cl: 4.140 -2.426 2.951

The value obtained for the LUMO energy (spin up / spin down) is -0.03 / -0.02 eV. As for the charge: 0. As for the spin multiplicity: 2. The calculation puts the HOMO energy (spin up / spin down) at -8.8 / -8.7 eV. Its HOMO-LUMO gap (spin up / spin down) is 8.8 / 8.6 eV.